(1)
Below is a structure of composition C38H28Cl2N7NaO2Se, with properties calculated with ωB97M-V/def2-TZVPD.

```
79
C38H28Cl2N7NaO2Se, DFT ωB97M-V/def2-TZVPD
Na -0.049 -0.757 -0.001
Cl -4.053 -5.109 -4.075
C -3.481 -4.066 -2.789
C -2.241 -3.455 -2.915
C -1.723 -2.610 -1.923
N -0.464 -2.038 -1.934
C 0.473 -2.461 -2.772
O 0.424 -3.315 -3.686
C 1.847 -1.871 -2.507
C 2.954 -2.680 -2.787
C 4.227 -2.198 -2.556
C 4.368 -0.908 -2.059
C 3.219 -0.174 -1.830
N 1.990 -0.630 -2.048
C -2.559 -2.326 -0.792
C -3.781 -2.999 -0.674
C -4.244 -3.860 -1.657
Cl -5.806 -4.623 -1.448
N -2.275 -1.312 0.088
C -2.145 -1.399 1.390
O -2.309 -0.462 2.201
C -1.533 -2.661 1.995
C -1.746 -2.979 3.336
C -0.966 -3.955 3.926
C 0.013 -4.583 3.164
C 0.133 -4.220 1.832
N -0.621 -3.292 1.257
H -1.641 -3.655 -3.787
H 2.774 -3.668 -3.185
H 5.098 -2.812 -2.756
H 5.343 -0.486 -1.849
H 3.278 0.842 -1.449
H -4.399 -2.789 0.190
H -2.494 -2.426 3.888
H -1.094 -4.207 4.973
H 0.675 -5.321 3.597
H 0.878 -4.684 1.192
C 4.367 -1.746 1.791
C 4.639 -0.630 2.577
C 3.668 0.346 2.729
C 2.406 0.180 2.135
C 2.109 -0.900 1.273
C 3.155 -1.824 1.111
C 1.314 1.116 2.461
C 1.245 1.739 3.741
C 0.204 2.560 4.050
C -0.816 2.784 3.098
C -1.925 3.626 3.325
C -2.887 3.774 2.364
C -2.782 3.074 1.145
C -1.715 2.258 0.896
C -0.691 2.100 1.861
N 0.369 1.313 1.562
H 5.109 -2.536 1.700
H 5.606 -0.519 3.059
H 3.916 1.250 3.284
H 3.012 -2.660 0.424
H 2.013 1.530 4.473
H 0.136 3.036 5.024
H -2.004 4.153 4.271
H -3.740 4.420 2.541
H -3.578 3.167 0.415
H -1.633 1.679 -0.015
C 1.788 4.817 -2.562
N 0.362 4.696 -2.731
C -0.558 5.726 -2.769
C -1.783 5.165 -2.804
N -1.611 3.797 -2.787
C -2.658 2.804 -2.686
C -0.283 3.489 -2.726
Se 0.491 1.833 -2.615
H 2.107 5.814 -2.864
H 2.278 4.059 -3.170
H 2.066 4.636 -1.521
H -0.265 6.761 -2.783
H -2.753 5.627 -2.851
H -3.510 3.096 -3.299
H -2.974 2.684 -1.649
H -2.259 1.851 -3.030
```

Output
HOMO-LUMO gap ... 0.1845 hartree
Energy relative to the best compared isomer or geometry (same formula, charge and spin) ... 17.5 kcal per mole
Calculated total energy ... -5482.85285 Eh
Net charge ... -2

How is the electron density shared among the atoms? According to Mulliken, the charges in e are: atom 1 (Na): 0.2590, atom 2 (Cl): -0.2870, atom 3 (C): 0.2536, atom 4 (C): -0.7687, atom 5 (C): -0.5715, atom 6 (N): 0.4357, atom 7 (C): 0.0529, atom 8 (O): -0.8480, atom 9 (C): 0.4872, atom 10 (C): -0.8281, atom 11 (C): -0.3813, atom 12 (C): -0.8018, atom 13 (C): -0.2019, atom 14 (N): 0.4220, atom 15 (C): 0.0073, atom 16 (C): -0.4895, atom 17 (C): 0.0056, atom 18 (Cl): -0.2886, atom 19 (N): -0.3182, atom 20 (C): 0.1912, atom 21 (O): -0.7689, atom 22 (C): 0.9282, atom 23 (C): -1.0114, atom 24 (C): -0.3186, atom 25 (C): -0.6634, atom 26 (C): -0.3052, atom 27 (N): 0.2235, atom 28 (H): 0.6065, atom 29 (H): 0.4609, atom 30 (H): 0.3533, atom 31 (H): 0.3814, atom 32 (H): 0.3211, atom 33 (H): 0.5122, atom 34 (H): 0.4089, atom 35 (H): 0.3832, atom 36 (H): 0.3578, atom 37 (H): 0.3427, atom 38 (C): -0.8634, atom 39 (C): -0.5271, atom 40 (C): -0.8653, atom 41 (C): 0.5501, atom 42 (C): -0.1582, atom 43 (C): 0.0745, atom 44 (C): 0.4954, atom 45 (C): -1.0705, atom 46 (C): -0.9287, atom 47 (C): 1.3045, atom 48 (C): -0.7906, atom 49 (C): -0.7240, atom 50 (C): -0.6987, atom 51 (C): 0.5088, atom 52 (C): -0.6286, atom 53 (N): 0.1411, atom 54 (H): 0.3437, atom 55 (H): 0.3315, atom 56 (H): 0.4251, atom 57 (H): 0.4155, atom 58 (H): 0.4014, atom 59 (H): 0.3672, atom 60 (H): 0.3473, atom 61 (H): 0.3560, atom 62 (H): 0.2996, atom 63 (H): 0.5019, atom 64 (C): -0.9470, atom 65 (N): 0.2171, atom 66 (C): -0.4366, atom 67 (C): -0.4985, atom 68 (N): 0.3291, atom 69 (C): -0.8764, atom 70 (C): -0.2434, atom 71 (Se): -0.3451, atom 72 (H): 0.2920, atom 73 (H): 0.3505, atom 74 (H): 0.3212, atom 75 (H): 0.4063, atom 76 (H): 0.4315, atom 77 (H): 0.3781, atom 78 (H): 0.1206, atom 79 (H): 0.3498



(2)
Below is a structure of composition C38H28CrO6P2S2 in a non-equilibrium geometry, with properties calculated with ωB97M-V/def2-TZVPD.

```
77
C38H28CrO6P2S2, DFT ωB97M-V/def2-TZVPD
Cr 1.621 0.214 0.037
O 1.824 0.917 2.034
C 1.312 -0.170 1.886
C 0.668 -1.205 2.715
C 0.503 -1.195 4.086
C -0.252 -2.201 4.676
C -0.834 -3.186 3.887
C -0.647 -3.191 2.509
C 0.127 -2.198 1.926
P 0.542 -1.914 0.147
C 1.803 -3.190 -0.189
C 2.429 -3.929 0.808
C 3.429 -4.839 0.480
C 3.801 -5.013 -0.844
C 3.180 -4.268 -1.842
C 2.188 -3.356 -1.521
C -0.911 -2.635 -0.713
C -1.039 -4.007 -0.922
C -2.186 -4.524 -1.512
C -3.215 -3.676 -1.898
C -3.090 -2.308 -1.706
C -1.940 -1.793 -1.125
H 0.953 -0.405 4.676
H -0.401 -2.212 5.748
H -1.440 -3.953 4.352
H -1.102 -3.957 1.892
H 2.153 -3.787 1.846
H 3.920 -5.404 1.262
H 4.583 -5.718 -1.099
H 3.484 -4.386 -2.875
H 1.717 -2.754 -2.292
H -0.237 -4.675 -0.631
H -2.270 -5.591 -1.677
H -4.105 -4.079 -2.367
H -3.877 -1.636 -2.025
H -1.830 -0.723 -1.025
O -0.118 -1.032 -3.352
C 0.351 -0.087 -2.725
O 1.348 -0.142 -1.927
C -0.245 1.291 -2.973
C -0.592 1.575 -4.292
C -1.075 2.820 -4.652
C -1.225 3.807 -3.685
C -0.898 3.531 -2.370
C -0.414 2.276 -1.992
P -0.083 1.902 -0.229
C -1.779 1.815 0.501
C -2.764 2.779 0.279
C -4.008 2.677 0.884
C -4.287 1.612 1.736
C -3.314 0.659 1.983
C -2.069 0.768 1.369
C 0.473 3.499 0.468
C 0.099 3.850 1.764
C 0.598 5.002 2.356
C 1.484 5.810 1.660
C 1.877 5.455 0.375
C 1.380 4.304 -0.217
H -0.462 0.793 -5.028
H -1.328 3.026 -5.685
H -1.590 4.791 -3.955
H -0.992 4.313 -1.627
H -2.561 3.619 -0.373
H -4.759 3.434 0.694
H -5.259 1.533 2.208
H -3.515 -0.171 2.650
H -1.307 0.030 1.569
H -0.582 3.216 2.320
H 0.301 5.262 3.365
H 1.882 6.706 2.121
H 2.595 6.062 -0.160
H 1.723 4.012 -1.200
O 5.101 1.591 -1.186
S 4.144 1.384 -0.121
O 4.472 2.021 1.139
O 2.733 1.781 -0.570
S 3.803 -0.628 0.175
```

Output
HOMO-LUMO gap (spin up / spin down) ... 0.2488 / 0.2470 hartree
Energy relative to the best compared isomer or geometry (same formula, charge and spin) ... 0.0 kcal per mole
2S+1 ... 2
Calculated total energy ... -4440.01849 Eh
Net charge ... -1

How is the electron density shared among the atoms? According to Mulliken, the charges in e are: atom 1 (Cr): -0.1404, atom 2 (O): -0.6360, atom 3 (C): 0.3640, atom 4 (C): -0.2295, atom 5 (C): -0.5125, atom 6 (C): -0.7043, atom 7 (C): -0.6777, atom 8 (C): -1.0050, atom 9 (C): 0.1475, atom 10 (P): 3.3779, atom 11 (C): -0.1137, atom 12 (C): -0.5504, atom 13 (C): -0.7719, atom 14 (C): -0.5770, atom 15 (C): -0.6995, atom 16 (C): 0.0370, atom 17 (C): 0.4507, atom 18 (C): -0.8805, atom 19 (C): -0.7563, atom 20 (C): -0.6497, atom 21 (C): -1.1261, atom 22 (C): -0.0525, atom 23 (H): 0.6033, atom 24 (H): 0.3837, atom 25 (H): 0.4325, atom 26 (H): 0.4681, atom 27 (H): 0.3944, atom 28 (H): 0.3806, atom 29 (H): 0.3359, atom 30 (H): 0.4125, atom 31 (H): 0.3423, atom 32 (H): 0.4457, atom 33 (H): 0.4070, atom 34 (H): 0.3727, atom 35 (H): 0.4538, atom 36 (H): 0.5421, atom 37 (O): -0.6997, atom 38 (C): 0.1672, atom 39 (O): -0.3604, atom 40 (C): 0.4977, atom 41 (C): -0.6581, atom 42 (C): -0.7098, atom 43 (C): -0.9550, atom 44 (C): -0.7870, atom 45 (C): 0.1852, atom 46 (P): 2.7232, atom 47 (C): 0.1066, atom 48 (C): -0.3691, atom 49 (C): -0.7008, atom 50 (C): -0.6792, atom 51 (C): -0.8480, atom 52 (C): -0.0954, atom 53 (C): 0.8110, atom 54 (C): -0.5057, atom 55 (C): -0.7297, atom 56 (C): -0.5528, atom 57 (C): -0.7760, atom 58 (C): -0.6741, atom 59 (H): 0.5354, atom 60 (H): 0.3846, atom 61 (H): 0.4342, atom 62 (H): 0.3835, atom 63 (H): 0.1822, atom 64 (H): 0.4324, atom 65 (H): 0.3678, atom 66 (H): 0.4721, atom 67 (H): 0.4304, atom 68 (H): 0.3735, atom 69 (H): 0.4145, atom 70 (H): 0.3765, atom 71 (H): 0.4017, atom 72 (H): 0.5261, atom 73 (O): -0.7375, atom 74 (S): 1.2104, atom 75 (O): -0.7162, atom 76 (O): -0.6266, atom 77 (S): -0.5037



net charge of number 1 (C38H28Cl2N7NaO2Se)?
-2